(1)
C39H37N5NiOSTe | ωB97M-V/def2-TZVPD

Results
<S²>	3.76
total charge	-1
LUMO energy (alpha / beta)	2.36 / 2.36	eV
orbital gap (alpha / beta)	6.9457 / 7.0248	eV
spin multiplicity	4

```
85
Properties=species:S:1:pos:R:3:forces:R:3
Ni -1.86635 1.90561 -2.27636 0.2 -0.3 0.5
C -2.24903 -2.58006 -2.73722 0.3 2.2 -0.1
C -2.00637 -1.18682 -2.99026 -0.2 -0.2 0.0
N -2.10634 -0.24630 -2.07670 0.0 -0.8 0.0
C -2.39333 -0.63637 -0.79167 -0.5 1.5 0.6
C -2.66085 -1.95330 -0.42746 -0.5 -0.8 -1.4
C -2.63294 -2.91708 -1.49205 0.7 -1.0 1.6
C -3.04362 -2.30706 0.88319 0.5 0.9 0.6
C -3.05633 -1.30805 1.82510 -0.8 -0.2 0.5
C -2.88072 0.05595 1.47603 0.1 -1.1 0.4
C -2.56106 0.43374 0.20484 0.4 -0.1 -1.3
N -2.43448 1.70758 -0.28255 0.6 0.1 -0.9
C -2.25222 2.84339 0.44159 0.6 -1.1 1.1
C -2.07633 2.93828 1.82189 0.0 1.5 0.9
C -1.94886 4.19796 2.48707 -0.2 -0.1 0.2
C -1.97579 5.39678 1.80239 -0.2 -2.1 0.2
C -2.03110 5.30481 0.41762 0.5 0.1 -2.0
C -1.89421 6.44472 -0.43584 0.7 0.8 1.8
C -1.66062 6.30745 -1.75066 -0.3 -2.2 -0.4
C -1.62868 5.00094 -2.34560 0.4 0.5 -0.1
N -1.79715 3.93547 -1.61664 -0.4 -0.1 0.4
C -2.02079 4.04561 -0.26140 -0.5 1.2 -0.5
H -2.06342 -3.21849 -3.56251 -0.1 -0.9 -0.4
H -1.76246 -0.89042 -4.01105 0.0 0.2 0.3
H -2.73754 -3.96751 -1.17057 -0.2 0.5 -0.4
H -3.28652 -3.31823 1.15367 0.1 -0.3 -0.1
H -3.33242 -1.56879 2.86878 0.3 0.3 -0.8
H -3.01978 0.82351 2.19188 -0.3 0.0 0.6
H -1.95892 2.07219 2.43155 0.0 -0.2 0.2
H -1.87068 4.27106 3.59346 0.1 -0.5 -0.8
H -1.87675 6.31033 2.30725 0.0 1.2 0.5
H -1.77121 7.44459 0.06360 -0.4 -1.0 -0.6
H -1.45373 7.11506 -2.35673 0.3 1.7 -1.2
H -1.39916 4.84000 -3.42212 -0.3 0.2 0.9
C 0.66110 1.14143 -5.30071 0.1 -0.4 0.6
C 0.53001 0.81600 -3.79192 -0.7 0.5 0.1
O 0.91050 -0.27318 -3.31789 0.1 0.0 -0.7
N -0.02489 1.75157 -3.02151 0.1 0.0 -0.5
Te 1.57381 -1.02320 -0.57106 0.4 0.3 0.4
C 2.55041 -2.83861 0.04552 0.3 -0.7 -0.6
C 2.19575 -3.93452 -0.81621 0.3 0.7 1.3
C 1.26704 -3.83962 -1.95431 -0.5 1.2 -1.6
C 2.68737 -5.16749 -0.49736 0.2 -1.3 -0.2
C 3.56018 -5.43391 0.54374 0.3 1.2 0.0
C 3.96549 -6.85375 0.67545 1.3 0.9 1.8
C 4.01430 -4.37243 1.29978 0.2 0.5 0.6
C 3.51813 -3.05566 1.05239 -0.4 -0.5 0.0
C 4.03720 -1.92233 1.88694 -0.7 -0.2 1.4
C 1.20728 -0.02105 1.28463 0.1 -0.1 -0.7
C 0.70609 -0.77451 2.35185 0.8 0.1 -0.8
C 0.42544 -2.22071 2.27356 -2.0 -0.5 0.9
C 0.52755 -0.16014 3.55020 -0.6 0.0 1.6
C 0.63795 1.20349 3.70451 0.0 0.8 -0.5
C 0.15733 1.87109 4.95183 -1.4 -2.3 0.2
C 0.99423 1.96821 2.60527 0.7 -0.9 -1.3
C 1.35318 1.37772 1.35721 -0.7 -0.4 1.5
C 1.70658 2.23148 0.18413 0.4 -0.8 -1.1
H -0.29465 1.36509 -5.75358 -0.6 -0.1 0.1
H 1.04824 0.22320 -5.78275 0.3 0.8 0.1
H 1.21031 2.08405 -5.44128 0.3 -0.6 -0.1
H 1.56391 -3.12108 -2.75154 0.3 -0.2 0.6
H 0.29394 -3.43741 -1.68657 -0.3 -0.2 0.3
H 1.14020 -4.76416 -2.50233 0.0 -0.5 0.2
H 2.41578 -6.07620 -1.05302 -0.2 0.6 -0.2
H 4.49239 -7.12083 -0.22138 0.2 -0.7 -0.2
H 3.05454 -7.36065 0.81942 -0.9 -1.3 -0.1
H 4.57672 -7.01376 1.60264 -0.3 0.0 -1.0
H 4.75735 -4.56974 2.12748 -0.9 0.5 -1.0
H 4.76573 -2.25343 2.63533 -0.1 -0.1 -0.2
H 3.27311 -1.33738 2.44736 0.2 -0.6 -0.5
H 4.51520 -1.21692 1.26997 0.7 1.0 -0.9
H -0.24104 -2.47970 1.43651 0.4 0.1 0.0
H -0.13571 -2.50659 3.19633 0.3 0.1 -0.6
H 1.28996 -2.83051 2.27105 0.9 -0.6 -0.3
H 0.22197 -0.77504 4.40874 0.0 0.3 -0.3
H -0.90108 2.15070 4.76995 0.5 0.1 0.4
H 0.72598 2.68842 5.26410 0.8 1.4 0.4
H 0.16567 1.09609 5.75623 -0.1 0.7 -0.3
H 1.01172 3.03323 2.67177 0.0 0.7 0.1
H 1.65486 3.28076 0.43563 0.1 0.3 0.0
H 1.02889 2.02321 -0.65913 -0.1 0.3 0.3
H 2.68718 1.97034 -0.28867 -0.4 0.3 0.7
S -3.34711 2.27798 -4.09568 0.1 -0.3 0.0
C -2.45603 3.11115 -5.23722 1.3 2.6 -3.0
N -1.97036 3.79276 -6.09795 -1.4 -2.4 3.0
```
Positions in Å, forces in eV/Å.

***

(2)
C39H38As2CuNO12P | ωB97M-V/def2-TZVPD

Results
<S²>	0.76
total charge	+2
energy above the lowest of the compared OMol25 structures with the same formula, charge and spin	3.45	kcal per mole
LUMO energy (alpha / beta)	-5.25 / -7.52	eV
orbital gap (alpha / beta)	7.7747 / 5.8316	eV
spin multiplicity	2

```
94
Properties=species:S:1:pos:R:3:forces:R:3
Cu 0.28887 0.50340 0.12933 -0.4 0.1 0.1
O 4.12929 1.69792 1.62357 -0.3 0.8 -0.1
C 2.82529 1.53632 1.68344 -0.1 0.0 0.0
O 2.25365 0.52509 2.00897 0.0 -0.2 0.1
C 2.06593 2.74428 1.19525 0.0 0.1 -0.2
C 2.62770 4.01362 1.13506 0.0 0.0 0.1
C 1.90492 5.02306 0.52659 0.1 0.1 0.1
C 0.65813 4.73678 -0.00764 -0.1 0.1 0.0
C 0.17142 3.44659 0.10652 0.1 0.0 0.0
N 0.86029 2.47300 0.70297 0.2 0.0 0.0
C -1.10554 2.95522 -0.52170 0.1 0.1 0.1
O -2.02463 3.82200 -0.90443 -0.1 -0.1 -0.1
O -1.28384 1.77182 -0.68659 -0.1 -0.1 -0.1
H 4.60944 0.84946 1.64741 0.2 -0.6 0.0
H 3.61286 4.18945 1.54306 0.0 0.0 0.0
H 2.32300 6.01832 0.44197 0.0 0.0 0.0
H 0.11563 5.50803 -0.54095 0.0 0.0 0.0
H -1.79606 4.73929 -0.71820 0.1 0.1 0.1
C -5.50419 -5.03781 0.22405 0.0 0.0 0.0
C -4.52178 -5.09008 -0.75821 0.1 0.0 0.0
C -3.61761 -4.05029 -0.87961 -0.1 -0.1 0.0
C -3.70366 -2.94650 -0.02080 0.4 -0.1 0.1
C -4.67254 -2.91175 0.98477 0.0 0.0 0.0
C -5.58234 -3.94998 1.08689 0.0 0.0 0.1
P -2.48175 -1.65867 -0.20594 -1.1 0.5 -0.3
C -2.54914 -1.19633 -1.96204 0.3 -0.2 0.1
C -3.72029 -1.39950 -2.70051 0.0 0.0 0.0
C -3.77938 -0.99402 -4.02427 0.0 0.0 0.0
C -2.67733 -0.40162 -4.62658 0.0 0.0 0.0
C -1.50577 -0.21386 -3.90446 0.0 0.0 0.0
C -1.43778 -0.62274 -2.58389 -0.2 0.0 0.0
C -3.04607 -0.23182 0.76756 0.3 0.0 0.1
C -2.31660 0.26629 1.84451 -0.1 0.0 0.0
C -2.78165 1.36431 2.55499 0.0 0.0 0.0
C -3.98474 1.95847 2.19954 0.0 0.0 0.0
C -4.71532 1.46495 1.12504 0.0 0.0 0.0
C -4.24810 0.37648 0.40584 0.0 0.0 -0.1
H -6.21258 -5.85042 0.32370 0.0 0.0 0.0
H -4.46093 -5.94201 -1.42248 0.0 0.0 0.0
H -2.85167 -4.08231 -1.64636 0.0 0.0 0.0
H -4.72065 -2.07209 1.66575 0.0 0.0 0.0
H -6.35249 -3.91856 1.84738 0.0 0.0 0.0
H -4.58433 -1.86752 -2.24655 0.0 0.0 0.0
H -4.69010 -1.14634 -4.58970 0.0 0.0 0.0
H -2.72649 -0.09552 -5.66439 0.0 0.0 0.1
H -0.64502 0.24782 -4.37305 0.0 -0.1 0.0
H -0.51788 -0.49349 -2.03308 0.1 0.1 0.0
H -1.38578 -0.19653 2.14311 0.0 0.0 0.0
H -2.20788 1.74771 3.39094 0.0 0.0 0.0
H -4.35640 2.80460 2.76390 0.0 0.0 0.0
H -5.65695 1.92402 0.85144 0.0 0.0 0.0
H -4.81301 0.00055 -0.43936 0.0 0.0 0.0
C -1.98307 -2.25491 4.71195 -0.1 0.0 0.0
O -0.70118 -2.14017 4.05771 0.1 0.2 0.2
C -0.64370 -2.57465 2.82469 -0.1 -0.1 -0.3
O -1.61276 -2.86806 2.15168 0.0 -0.1 -0.1
C 0.72274 -2.56511 2.20938 -0.1 -0.1 0.0
C 1.74864 -3.21430 2.74842 0.1 -0.1 0.1
As 3.61518 -3.32822 2.14045 -0.1 0.0 0.0
C 4.32966 -2.04673 3.45435 0.0 0.0 0.1
C 3.56964 -2.01587 0.67585 0.1 0.1 0.0
C 2.53708 -1.51921 -0.00683 0.1 0.0 0.1
As 0.63226 -1.81014 0.40903 0.9 -0.3 0.3
C 0.43765 -3.45132 -0.62104 -0.3 0.1 -0.1
C 2.73739 -0.46991 -1.04548 0.1 0.1 -0.1
O 1.89478 0.38604 -1.29118 0.0 0.0 -0.1
O 3.89472 -0.52338 -1.66506 0.1 -0.1 0.0
C 4.26052 0.54105 -2.57826 -0.1 0.0 0.0
C 4.98344 -1.55915 0.41657 0.0 -0.1 0.0
O 5.42916 -0.51684 0.85174 0.0 0.0 -0.1
O 5.68104 -2.47789 -0.21352 0.0 0.0 0.0
C 7.05037 -2.16204 -0.56779 0.0 0.0 0.1
C 1.50788 -4.11171 3.95046 0.1 -0.1 0.0
O 0.44940 -4.59129 4.24546 -0.2 0.1 -0.1
O 2.65538 -4.38022 4.57357 0.0 0.1 0.0
C 2.57441 -5.25968 5.72008 -0.1 0.0 0.0
H -1.85598 -1.81350 5.69254 0.1 0.0 0.0
H -2.24714 -3.30638 4.79746 0.0 0.0 0.0
H -2.74569 -1.72443 4.14581 0.0 0.0 0.0
H 4.47221 -2.57024 4.39361 0.0 -0.1 0.0
H 3.62958 -1.22468 3.58528 0.0 0.0 0.0
H 5.29030 -1.66882 3.11294 0.0 0.0 0.0
H 1.28529 -4.09598 -0.41187 0.1 0.0 0.1
H 0.41443 -3.20741 -1.68211 0.0 0.0 0.0
H -0.48586 -3.95242 -0.33945 0.0 0.0 0.0
H 5.31769 0.72375 -2.42025 0.0 0.0 0.0
H 3.68020 1.43380 -2.37503 0.0 0.0 0.1
H 4.08029 0.20454 -3.59540 0.0 -0.1 0.0
H 7.05113 -1.62472 -1.51300 0.0 0.0 0.0
H 7.55726 -3.11236 -0.67905 0.0 -0.1 0.0
H 7.51652 -1.55856 0.20403 0.0 0.0 0.1
H 3.58981 -5.57276 5.93289 0.0 0.0 0.0
H 1.94355 -6.11409 5.49230 0.0 0.0 0.0
H 2.15688 -4.71819 6.56558 0.0 0.0 0.0
```
Positions in Å, forces in eV/Å.

***

(3)
C39H38AsN3O6PPtS | ωB97M-V/def2-TZVPD

Results
total charge	+1
energy above the lowest of the compared OMol25 structures with the same formula, charge and spin	81.26	kcal per mole
LUMO energy (alpha / beta)	-5.63 / -5.63	eV
orbital gap (alpha / beta)	4.9829 / 4.8979	eV

```
90
Properties=species:S:1:pos:R:3:forces:R:3
Pt 0.13810 -0.34777 -0.59521 -0.9 1.2 7.7
C 0.72530 -2.50708 2.08398 0.4 -0.8 -0.1
N 0.26746 -1.21089 1.64542 -0.5 1.1 -2.1
C -0.20606 -0.36760 2.50076 -0.2 0.5 -0.4
C -0.64377 0.90185 2.08993 -0.1 0.0 0.6
C -1.27346 1.95902 2.77447 0.4 -0.6 -0.2
C -1.46737 2.96384 1.84406 0.2 0.0 -0.3
C -0.95102 2.49790 0.62690 -0.2 0.5 -0.3
N -0.45391 1.27316 0.78203 0.2 -1.6 -1.9
C 1.97805 -2.44903 2.93291 0.0 0.1 0.0
C 3.09339 -1.75456 2.48520 0.0 0.1 -0.3
C 4.25783 -1.73600 3.23130 0.1 0.1 -0.1
C 4.32503 -2.41255 4.43891 0.0 0.0 0.0
C 3.21646 -3.10530 4.89251 0.1 0.0 0.1
C 2.04828 -3.12040 4.14691 -0.1 0.0 -0.1
H 0.93232 -3.10340 1.18998 -0.1 0.0 0.1
H -0.07446 -2.99131 2.65924 0.0 0.0 -0.2
H -0.26156 -0.62492 3.55843 0.1 -0.2 -0.1
H -1.54484 1.96502 3.81123 0.0 0.0 0.3
H -1.89926 3.93074 2.01593 -0.1 0.2 0.0
H -0.93589 2.99240 -0.32812 0.0 0.0 -0.1
H 3.04747 -1.23796 1.52772 0.0 -0.1 0.1
H 5.12720 -1.21121 2.86348 0.1 0.1 0.0
H 5.23926 -2.40852 5.01352 0.0 0.0 0.0
H 3.26092 -3.64395 5.82614 0.0 0.0 0.1
H 1.19513 -3.67349 4.51170 -0.1 -0.1 0.0
O -0.06953 0.75702 -4.49410 -0.2 0.1 0.0
S -0.70163 0.35957 -3.28060 -0.1 -0.4 -1.9
O -0.38567 -1.00347 -2.78830 -0.4 0.3 -1.2
O -0.50331 1.29577 -2.14589 0.3 -0.5 0.8
C -2.47260 0.31780 -3.48972 0.4 0.0 0.2
C -3.12373 0.89328 -4.55971 0.1 0.1 -0.1
C -4.51119 0.87158 -4.59744 0.1 0.0 0.1
C -5.22575 0.26933 -3.57242 0.0 0.0 -0.1
C -4.56549 -0.32391 -2.50823 0.3 -0.1 0.2
C -3.17069 -0.29647 -2.46118 0.2 0.2 0.1
P -2.26452 -1.06158 -1.08345 0.3 -0.8 0.6
C -3.39531 -0.80278 0.31969 0.6 0.2 -0.1
C -3.69147 0.52353 0.63617 0.1 0.0 -0.2
C -4.48701 0.81942 1.72382 0.0 0.0 0.0
C -4.99539 -0.20808 2.50508 0.0 0.0 -0.1
C -4.71681 -1.52666 2.18439 0.0 0.0 0.1
C -3.91239 -1.83074 1.10040 0.1 -0.2 -0.1
C -2.16495 -2.83049 -1.39986 0.2 0.2 0.3
C -1.65826 -3.62225 -0.36939 0.0 0.1 -0.2
C -1.49919 -4.97991 -0.55631 0.0 -0.1 0.0
C -1.82825 -5.55007 -1.77713 0.0 0.1 0.0
C -2.31408 -4.75875 -2.80715 0.0 -0.1 0.0
C -2.48044 -3.39674 -2.62923 0.0 0.2 0.0
H -2.53826 1.35341 -5.33882 0.0 0.1 -0.1
H -5.03122 1.32655 -5.42541 -0.1 0.0 -0.1
H -6.30532 0.26855 -3.59931 -0.1 -0.1 0.0
H -5.12492 -0.81166 -1.72440 -0.1 0.0 0.1
H -3.28945 1.31524 0.01760 0.0 0.1 0.0
H -4.69905 1.84730 1.97036 0.0 0.1 0.0
H -5.61726 0.01987 3.35521 -0.1 0.0 0.1
H -5.12313 -2.32643 2.78299 -0.1 -0.1 0.1
H -3.70768 -2.86135 0.84878 0.0 0.0 0.0
H -1.37884 -3.15093 0.56099 0.1 -0.1 0.1
H -1.10137 -5.59232 0.23719 0.0 -0.1 0.1
H -1.69500 -6.61002 -1.92797 0.0 -0.1 0.0
H -2.54983 -5.20716 -3.75837 0.0 0.0 -0.1
H -2.83883 -2.77721 -3.43952 0.0 0.0 0.0
O 2.32619 -0.82219 -1.82874 0.2 0.4 -0.6
N 2.14399 -2.04103 -1.65501 1.8 0.8 -1.0
O 2.86749 -2.86656 -2.12306 0.4 -1.0 -0.2
O 1.17977 -2.36963 -0.91833 -2.3 0.5 0.6
C 4.54050 0.76138 0.02375 -0.3 -0.4 -0.1
As 2.60596 1.12444 0.10048 -0.3 0.3 -0.1
C 2.61134 2.31613 1.67842 -0.1 -0.3 -0.2
C 2.36418 2.28328 -1.48444 0.0 -0.4 0.5
C 2.94337 3.62578 -1.27541 0.3 0.6 -0.2
C 2.20462 4.61725 -0.62292 0.2 -0.3 -0.2
C 2.68829 5.90682 -0.53285 0.2 0.1 0.0
C 3.92033 6.22810 -1.08701 0.0 0.0 0.0
C 4.66706 5.24998 -1.72554 0.1 0.1 0.1
C 4.19559 3.95286 -1.80140 -0.4 -0.1 0.1
H 5.05196 1.69605 -0.20830 -0.2 0.1 0.0
H 4.75754 0.02703 -0.74995 -0.1 0.0 0.0
H 4.89235 0.39182 0.98611 -0.1 0.0 0.0
H 3.43108 3.02790 1.59223 0.0 0.0 -0.2
H 2.75995 1.71832 2.57664 0.0 -0.1 0.0
H 1.66976 2.84889 1.76038 -0.1 0.0 0.0
H 1.29742 2.33659 -1.68911 0.1 0.0 0.0
H 2.85156 1.73326 -2.29022 -0.1 0.0 0.0
H 1.23656 4.36355 -0.21070 -0.1 0.0 0.0
H 2.10544 6.66931 -0.04101 -0.1 0.1 0.1
H 4.29793 7.23649 -1.02143 0.0 0.1 0.0
H 5.61433 5.50194 -2.17644 0.1 0.0 0.0
H 4.77264 3.19501 -2.31423 0.0 0.0 -0.1
```
Positions in Å, forces in eV/Å.

***

no.,calculated total energy (eV),maximum force (Eh/bohr)
1,-109715.101,0.0812
2,-242712.195,0.0249
3,-142012.094,0.1517